{"formula": "C4H14N2O2", "method": "ωB97M-V/def2-TZVPD", "largest_force_ha_per_bohr": 0.027, "total_charge": 2, "gap_ev": 11.14, "homo_ev": -18.06, "e_above_lowest_kcal_mol": 2.9, "symbols": ["O", "C", "C", "C", "C", "N", "N", "H", "H", "H", "H", "H", "H", "H", "H", "H", "H", "H", "H", "H", "H", "O"], "xyz": [[-0.11682, -0.00525, -2.81647], [-1.01120, -0.43300, -2.14490], [-1.15576, 0.12044, -0.71342], [-0.28651, -0.80228, 0.16990], [-0.16834, -0.40742, 1.62825], [0.33282, -1.51922, 2.50595], [-0.57357, 1.53527, -0.79014], [-1.65437, -1.24818, -2.50272], [-2.14246, 0.26066, -0.27962], [0.69107, -0.82530, -0.31646], [-0.59270, -1.84166, -0.00057], [-1.11709, -0.06073, 2.03032], [0.47939, 0.45564, 1.76998], [-0.15234, -1.49003, 3.40892], [1.33330, -1.44697, 2.70149], [0.10606, -2.43338, 2.10679], [0.33991, 1.44428, -1.29900], [-0.37873, 1.92252, 0.13199], [-1.25755, 2.10863, -1.27844], [2.87056, 1.68178, -0.80099], [2.33620, 1.64113, -2.20381], [2.11814, 1.34307, -1.30704]], "forces_ev_per_angstrom": [[-0.1, 0.1, 0.0], [-0.1, -0.1, -0.3], [0.5, 0.5, 0.7], [0.7, -0.1, -1.0], [-0.5, 0.7, 0.0], [-0.4, 0.1, 0.3], [0.0, -1.4, 0.2], [-0.2, 0.0, 0.3], [-0.3, -0.4, -0.4], [0.3, 0.3, 0.2], [-0.6, 0.2, 0.4], [-0.3, -0.4, 0.1], [0.4, -0.2, 0.0], [0.1, 0.0, 0.1], [0.1, -0.2, -0.1], [0.3, -0.1, 0.0], [0.0, 0.5, 0.1], [-0.1, 0.2, -0.1], [0.2, 0.4, -0.1], [-0.1, -0.1, 0.1], [-0.1, -0.3, -0.1], [0.3, 0.3, -0.2]], "lowdin_charge": [0.13, -0.16, -0.19, -0.13, -0.13, 0.23, 0.23, 0.16, 0.16, 0.13, 0.15, 0.14, 0.14, 0.19, 0.19, 0.18, 0.10, 0.16, 0.18, 0.09, 0.09, -0.04]}

=====

{"formula": "C4H14N2O4", "method": "ωB97M-V/def2-TZVPD", "largest_force_ha_per_bohr": 0.170, "gap_ev": 9.55, "homo_ev": -9.24, "e_above_lowest_kcal_mol": 72.7, "smiles": "CN[C@H](CO)C(N)=O.O.O", "symbols": ["C", "N", "C", "C", "O", "C", "N", "O", "H", "H", "H", "H", "H", "H", "H", "H", "H", "H", "H", "H", "O", "H", "H", "O"], "xyz": [[-1.48717, 2.38977, -0.99216], [-1.65777, 1.00133, -0.57536], [-0.41693, 0.18577, -0.87832], [-0.86112, -1.28622, -0.65379], [-0.89865, -1.55825, 0.74312], [0.70244, 0.47125, 0.10812], [1.52205, -0.45354, 0.62941], [0.92927, 1.61369, 0.50558], [-0.86640, 2.31657, -1.93550], [-0.95286, 3.00536, -0.38534], [-2.47345, 3.05853, -0.97210], [-1.84098, 0.66376, 0.39184], [-0.13600, 0.37742, -1.93388], [-1.89668, -1.54652, -1.13980], [-0.13139, -2.15558, -1.09029], [-1.84080, -1.34866, 1.05969], [1.39720, -1.47768, 0.56914], [2.25017, -0.06588, 1.20970], [-0.59587, -3.18738, 1.77390], [0.29510, -4.13267, 1.27640], [-0.18713, -3.90540, 1.97729], [2.80376, 1.91649, -0.67811], [2.93630, 2.05447, 0.89127], [3.40690, 2.06338, 0.09919]], "forces_ev_per_angstrom": [[-2.4, 0.2, -1.1], [1.5, -1.9, 0.0], [-1.8, -1.0, 0.0], [0.1, -2.7, -2.1], [-3.0, 0.6, 0.8], [1.0, 1.5, 1.0], [0.1, -2.3, -0.6], [-1.3, 0.3, -0.6], [-1.4, 0.6, 0.6], [2.2, 1.2, 2.2], [1.5, -2.1, -1.0], [-0.3, 1.9, -0.7], [0.1, -0.2, 0.6], [1.9, 0.9, 0.8], [-1.4, 2.4, 0.8], [2.1, -0.5, -0.6], [0.2, 1.3, 0.1], [0.0, -0.3, 0.0], [-4.0, 7.2, -2.0], [3.0, -1.6, -4.3], [1.2, -5.9, 6.3], [0.7, 0.4, 1.9], [-1.8, 0.1, 1.4], [1.9, -0.1, -3.4]], "lowdin_charge": [-0.13, -0.07, -0.24, -0.22, -0.14, -0.49, 0.18, 0.01, 0.10, 0.01, 0.12, 0.12, 0.15, 0.15, 0.16, 0.15, 0.12, 0.12, -0.11, -0.03, 0.08, 0.06, -0.03, -0.07]}

=====

{"formula": "C4H14N2O5", "method": "ωB97M-V/def2-TZVPD", "largest_force_ha_per_bohr": 0.073, "gap_ev": 10.14, "homo_ev": -9.89, "e_above_lowest_kcal_mol": 62.6, "smiles": "NC(=O)C[C@@H](N)C=O.O.O.O", "symbols": ["O", "C", "C", "C", "C", "N", "O", "N", "H", "H", "H", "H", "H", "H", "H", "H", "H", "H", "O", "H", "H", "O", "H", "H", "O"], "xyz": [[-1.96827, 2.08013, -2.68101], [-2.15435, 1.26296, -1.83264], [-1.06670, 0.90180, -0.72173], [-0.10936, -0.23663, -1.15226], [0.24425, -1.13266, 0.02765], [-0.77379, -1.91822, 0.55713], [1.35087, -1.46877, 0.45299], [-0.30453, 2.14377, -0.40758], [-3.06170, 0.74927, -1.48700], [-1.38756, 0.72462, 0.26532], [-0.51215, -0.99704, -2.01975], [0.81902, 0.27626, -1.45514], [-0.39908, -2.76235, 1.10001], [-1.60794, -1.44200, 0.82813], [-0.93991, 2.69607, 0.19664], [-0.01853, 2.67013, -1.22964], [-0.49788, 0.86696, 2.90452], [0.26900, -0.40442, 3.00235], [-0.59817, -0.13434, 2.78600], [1.69317, 0.94867, 2.23339], [1.86599, -0.60519, 1.81272], [2.04358, 0.08245, 2.55575], [2.45584, -1.27902, -1.05107], [2.12635, -1.20721, -2.70625], [2.53183, -1.81524, -1.97855]], "forces_ev_per_angstrom": [[-0.3, -0.4, -0.2], [1.2, -0.7, 3.0], [1.4, 2.0, -2.1], [0.0, -0.9, -1.0], [-0.8, -3.0, 1.0], [1.1, -0.7, -0.4], [0.7, 1.3, -1.2], [-0.3, -0.4, 0.6], [-0.9, 0.1, -1.3], [-1.7, -0.9, 0.8], [0.9, 2.1, 2.1], [-0.4, -0.5, -0.3], [-1.1, 2.3, -0.7], [-0.5, -0.3, 0.3], [0.9, 0.0, -0.8], [-0.3, 0.0, 0.1], [-0.5, -2.1, -0.1], [2.0, -0.7, 0.5], [-2.1, 3.1, -0.1], [0.6, -1.2, 0.0], [0.5, 1.7, 1.3], [-0.4, -0.3, -1.3], [0.1, -1.9, -3.2], [1.2, -1.5, 2.2], [-1.1, 3.2, 0.7]], "lowdin_charge": [0.08, -0.20, -0.33, -0.07, -0.49, 0.14, -0.02, 0.04, 0.12, 0.09, 0.19, 0.11, 0.16, 0.08, 0.09, 0.07, 0.08, -0.03, -0.08, 0.05, 0.04, -0.12, 0.08, 0.06, -0.17]}

=====

{"formula": "C4H14N2OS", "method": "ωB97M-V/def2-TZVPD", "largest_force_ha_per_bohr": 0.053, "gap_ev": 9.59, "homo_ev": -8.96, "e_above_lowest_kcal_mol": 22.1, "smiles": "CN[C@@H](CN)CS.O", "symbols": ["C", "N", "C", "C", "S", "C", "N", "H", "H", "H", "H", "H", "H", "H", "H", "H", "H", "H", "H", "H", "H", "O"], "xyz": [[-2.49777, 0.24138, -0.96497], [-1.92910, 0.89842, 0.23732], [-0.51404, 0.70489, 0.46102], [0.33766, 0.83442, -0.82685], [2.05124, 1.31694, -0.53317], [-0.14524, -0.56174, 1.27991], [0.99484, -0.46816, 2.18470], [-2.12243, 0.79892, -1.82050], [-3.55962, 0.48814, -0.93448], [-2.30348, -0.82232, -1.12260], [-2.35062, 0.47506, 1.05346], [-0.12268, 1.68439, 0.83561], [-0.20499, 1.53963, -1.45748], [0.41849, -0.12874, -1.34606], [2.43710, 1.22028, -1.81005], [-1.03748, -0.85134, 1.84579], [0.07282, -1.34813, 0.54909], [1.13050, 0.51603, 2.37811], [1.86477, -0.82092, 1.82779], [2.46965, -1.10755, -0.64442], [2.77799, -2.58462, -0.32480], [2.23240, -2.02497, -0.86741]], "forces_ev_per_angstrom": [[0.0, 1.2, 0.3], [-0.2, -1.0, -0.5], [2.3, 1.4, -0.4], [-1.1, -1.4, -0.8], [0.2, 0.3, 0.3], [0.1, 0.0, -0.5], [-0.4, 0.8, 0.3], [0.0, -0.2, -0.2], [-0.1, -0.5, -0.1], [-0.1, -0.1, 0.3], [-0.4, 0.2, 0.0], [-0.6, -0.8, 1.5], [0.5, 0.2, -0.1], [-0.4, 0.2, -0.1], [0.0, 0.1, -0.1], [0.1, -0.1, 0.0], [-0.3, -0.1, 0.2], [0.3, 0.0, 0.4], [0.0, -0.1, -0.4], [0.0, -0.2, 0.0], [0.4, -0.3, 0.3], [-0.4, 0.5, -0.3]], "lowdin_charge": [-0.11, -0.08, -0.44, -0.54, 0.75, -0.24, 0.01, 0.06, 0.08, 0.08, 0.09, 0.12, 0.07, 0.06, -0.12, 0.10, 0.10, 0.06, 0.04, -0.05, 0.03, -0.08]}

=====

{"formula": "C4H14N3", "method": "ωB97M-V/def2-TZVPD", "largest_force_ha_per_bohr": 0.130, "total_charge": 1, "gap_ev": 9.82, "homo_ev": -12.90, "e_above_lowest_kcal_mol": 80.7, "smiles": "NCCNCC[NH3+]", "symbols": ["N", "C", "C", "N", "C", "C", "N", "H", "H", "H", "H", "H", "H", "H", "H", "H", "H", "H", "H", "H", "H"], "xyz": [[1.54234, -1.11760, -0.19328], [1.91702, 0.13483, 0.64712], [1.09555, 1.23144, 0.09031], [0.06467, 0.90251, -0.81284], [-1.32574, 0.94465, -0.21399], [-1.47120, -0.32440, 0.65035], [-1.99057, -1.46964, -0.36311], [0.59983, -0.92543, -0.67158], [1.39451, -1.97484, 0.30331], [2.21182, -1.35433, -0.81001], [2.98493, 0.35237, 0.68499], [1.66245, -0.00544, 1.69996], [1.87763, 1.95163, -0.44659], [0.84539, 2.08841, 0.68327], [0.14888, 1.10474, -1.70780], [-1.76036, 1.77421, 0.20822], [-1.97712, 0.85178, -1.12987], [-2.17508, -0.33929, 1.54792], [-0.59657, -0.69810, 1.05272], [-2.72977, -2.03428, -0.02638], [-2.31861, -1.09322, -1.19273]], "forces_ev_per_angstrom": [[-2.7, 1.4, 2.9], [-0.5, -1.7, 1.3], [2.9, 4.7, -3.2], [-2.7, -1.4, 6.0], [0.7, -3.4, -2.9], [-4.7, -1.6, -1.9], [2.8, 0.9, 2.7], [1.0, 0.5, 0.1], [-0.1, -0.5, 1.1], [3.0, -0.6, -3.2], [-0.1, -0.4, -0.7], [-0.2, -0.8, -0.2], [-1.2, -1.7, 0.1], [-0.7, -0.4, 1.7], [0.4, 1.6, -4.8], [0.3, 2.6, 1.5], [0.4, -0.3, 1.0], [0.6, 0.7, -1.4], [2.1, -0.4, 0.7], [-0.6, -0.5, 0.9], [-0.6, 1.2, -1.7]], "lowdin_charge": [0.21, -0.09, -0.25, -0.06, -0.14, -0.15, 0.02, 0.15, 0.16, 0.11, 0.13, 0.13, 0.17, 0.13, 0.07, 0.09, 0.13, 0.13, 0.03, 0.04, 0.01]}

=====

{"formula": "C4H14N3", "method": "ωB97M-V/def2-TZVPD", "largest_force_ha_per_bohr": 0.079, "total_charge": 1, "gap_ev": 8.15, "homo_ev": -11.58, "e_above_lowest_kcal_mol": 119.2, "symbols": ["C", "C", "C", "C", "N", "N", "N", "H", "H", "H", "H", "H", "H", "H", "H", "H", "H", "H", "H", "H", "H"], "xyz": [[-0.10424, -1.92445, -0.24617], [-1.51940, 1.58737, -0.83745], [-1.60357, 0.21021, 1.35577], [-0.43511, -0.48550, -0.64664], [2.76946, 0.33626, -0.17184], [1.70051, -0.07894, 0.66925], [-1.22254, 0.35323, -0.07776], [-0.99365, -2.38453, 0.17480], [0.20973, -2.51736, -1.13395], [0.72038, -1.95225, 0.52103], [-2.12532, 1.28835, -1.61055], [-2.01338, 2.10886, -0.01545], [-0.65593, 1.98552, -1.32798], [-2.67854, 0.21193, 1.30211], [-1.40756, -0.79509, 1.55067], [-1.17851, 0.75299, 2.12578], [-0.21113, -0.16058, -1.67353], [3.44292, -0.45866, -0.24892], [3.29161, 1.22133, -0.11540], [1.71753, 0.38145, 1.53480], [2.29673, 0.31987, -1.12855]], "forces_ev_per_angstrom": [[0.4, 0.3, 0.1], [0.2, -0.6, 3.0], [-1.9, -1.6, -3.2], [0.5, -1.4, -0.2], [0.0, -1.4, -2.7], [-1.1, -0.5, -0.9], [1.7, 0.0, 0.6], [-0.2, -0.2, 0.0], [-0.2, 0.6, 0.6], [-0.9, 0.2, -0.9], [-2.1, -0.3, -1.6], [0.0, 1.3, -1.1], [0.7, 0.7, 0.6], [-0.6, 0.7, 0.7], [0.5, -1.7, 0.6], [1.1, 1.9, 0.8], [0.3, -0.4, 0.3], [0.0, 1.0, 0.2], [-0.3, -0.1, 0.5], [0.7, 1.1, 1.3], [1.3, 0.4, 1.3]], "lowdin_charge": [-0.05, 0.03, 0.04, -0.10, -0.02, -0.14, -0.17, 0.08, 0.09, 0.08, 0.07, 0.11, 0.09, 0.11, 0.06, 0.09, 0.14, 0.16, 0.16, -0.01, 0.16]}

=====

What are the molar mass values for these records? In order: 122.17; 154.17; 170.16; 138.24; 104.18; 104.18 g mol⁻¹.